Density functional theory data (wB97M-V/def2-TZVPD) for C4H6N2O as an isolated structure.

Each line ends with the Mulliken charge.
Element x y z (Å)
C  -1.29  1.09  0.77  -1.073
C  0.44  -0.38  -0.60  0.177
C  -0.41  -0.09  0.55  0.728
N  1.14  0.48  -1.40  -0.389
C  0.53  -2.00  0.52  -0.180
O  0.40  -1.68  -0.89  -0.334
N  -0.41  -1.19  1.26  -0.624
H  1.59  0.07  -2.21  0.239
H  1.00  1.47  -1.29  0.199
H  1.58  -1.94  0.82  0.345
H  -2.16  1.04  0.11  0.259
H  -0.76  2.02  0.56  0.333
H  -1.64  1.11  1.80  0.318

Properties
LUMO energy (alpha / beta): 0.61 / 0.29 eV
2S+1: 1
charge: 0


Density functional theory data (wB97M-V/def2-TZVPD) for a 2-piece molecular cluster, C4H9N3O overall.

Each line ends with the Mulliken charge.
Element x y z (Å)
H  0.51  1.83  1.96  0.212
N  0.59  0.82  2.12  -0.736
C  0.12  0.15  1.15  0.730
C  0.15  -1.36  1.21  -1.130
N  -0.58  0.77  0.04  -0.246
C  -1.71  0.20  -0.67  -0.958
H  1.13  -1.68  1.57  0.310
H  -0.05  -1.81  0.23  0.314
H  -0.62  -1.70  1.90  0.316
H  -0.61  1.79  0.08  0.257
H  -1.37  -0.62  -1.31  0.280
H  -2.15  0.95  -1.32  0.343
H  -2.46  -0.19  0.02  0.309
N  1.23  -0.05  -2.37  -0.578
C  1.55  0.59  -1.42  0.728
O  2.28  1.04  -0.58  -0.432
H  1.98  -0.71  -2.60  0.281

Properties
LUMO energy: 0.50 eV
SMILES: [H]/N=C(/C)NC.N=C=O
2S+1: 1
charge: 0


Density functional theory data (wB97M-V/def2-TZVPD) for C29H53BO2P2Ru as an isolated structure.

Each line ends with the Mulliken charge.
Element x y z (Å)
Ru  1.96  -0.80  -0.62  -0.649
C  -1.28  -1.05  0.61  0.317
C  -0.93  -2.14  -0.18  1.072
C  0.95  -1.46  1.01  1.327
C  -0.16  -0.55  1.26  0.193
C  0.50  -2.36  -0.06  1.015
C  -2.68  -0.56  0.84  -1.672
H  -3.33  -0.76  -0.01  0.435
H  -2.71  0.50  1.07  0.385
H  -3.13  -1.07  1.70  0.368
C  -0.19  0.49  2.29  -1.673
H  -0.69  1.40  1.94  0.377
H  0.81  0.77  2.62  -0.119
H  -0.74  0.12  3.16  0.526
C  2.04  -1.87  1.93  -1.529
H  1.80  -2.79  2.48  0.310
H  2.30  -1.09  2.65  0.386
H  2.92  -2.07  1.30  0.304
C  1.10  -3.68  -0.39  -1.645
H  0.85  -4.44  0.36  0.282
H  2.18  -3.57  -0.49  0.313
H  0.70  -4.04  -1.35  0.482
C  -1.90  -3.10  -0.78  -2.158
H  -2.34  -3.81  -0.05  0.361
H  -1.42  -3.72  -1.55  0.397
H  -2.75  -2.58  -1.25  0.357
C  -1.41  2.72  -1.71  -0.338
C  -2.49  1.97  -2.02  -0.763
C  -2.41  0.58  -2.48  0.238
C  -1.42  0.52  -3.63  -0.300
C  -0.10  0.18  -3.09  -0.283
C  0.97  1.10  -2.82  3.246
C  0.94  2.60  -2.82  1.075
C  -0.35  3.38  -2.54  -0.838
H  -3.40  0.20  -2.83  0.604
H  -1.44  1.56  -4.11  -0.612
H  -2.05  -0.04  -1.64  -1.038
H  -0.69  3.85  -3.48  0.174
H  -1.50  3.21  -0.71  0.355
H  -3.51  2.33  -1.84  0.421
H  -0.04  4.28  -1.97  0.609
H  1.67  2.93  -2.06  -1.423
H  1.62  0.68  -1.97  -2.755
H  1.38  2.95  -3.78  0.671
H  -1.75  -0.22  -4.37  0.577
H  -0.07  -0.68  -2.39  -0.008
P  -0.24  1.94  -5.53  0.859
C  -0.23  3.62  -6.23  -1.246
C  -1.51  1.12  -6.56  -1.298
P  1.59  -0.08  -4.26  1.363
C  1.30  1.03  -5.71  -1.437
C  1.03  -1.69  -4.90  -1.351
C  3.38  -0.24  -4.42  -1.198
H  0.68  4.16  -5.95  0.391
H  -1.10  4.19  -5.86  0.455
H  -0.30  3.53  -7.33  0.458
H  -1.29  1.33  -7.63  0.492
H  -2.50  1.54  -6.30  0.439
H  -1.55  0.04  -6.36  0.363
H  3.71  0.10  -5.41  0.465
H  3.68  -1.29  -4.32  0.480
H  3.90  0.36  -3.66  0.344
H  2.12  1.76  -5.82  0.586
H  1.19  0.45  -6.64  0.556
H  1.74  -2.45  -4.56  0.521
H  1.04  -1.71  -6.01  0.510
H  0.02  -1.96  -4.57  0.244
C  5.13  3.16  0.87  -1.821
C  3.86  2.44  1.25  1.601
C  4.01  1.94  2.69  -1.725
O  3.84  1.27  0.42  -0.259
B  2.48  0.99  0.21  0.927
O  1.64  2.11  0.54  -0.378
C  2.49  3.18  0.98  1.711
C  1.92  3.87  2.22  -1.851
C  2.63  4.25  -0.09  -2.288
H  5.30  3.97  1.58  0.364
H  5.09  3.56  -0.14  0.354
H  5.97  2.45  0.93  0.469
H  4.81  1.19  2.73  0.436
H  4.30  2.79  3.32  0.438
H  3.09  1.49  3.10  0.174
H  2.65  4.61  2.58  0.423
H  1.02  4.45  1.99  0.470
H  1.69  3.20  3.06  0.273
H  3.06  3.86  -1.02  0.409
H  1.66  4.72  -0.29  0.401
H  3.29  5.04  0.27  0.504

Properties
LUMO energy (alpha / beta): -6.14 / -8.63 eV
2S+1: 5
charge: +2


Density functional theory data (wB97M-V/def2-TZVPD) for a 3-piece molecular cluster, C13H20BClO2P overall.

Each line ends with the Mulliken charge.
Element x y z (Å)
C  -4.24  5.86  -2.82  -0.650
O  -4.44  5.34  -1.53  -0.464
B  -3.69  4.20  -1.26  0.689
O  -4.13  2.99  -1.77  -0.497
P  -2.04  4.28  -0.21  -0.012
Cl  -3.28  3.71  1.60  -0.573
H  -3.74  6.82  -2.75  0.235
H  -5.19  6.01  -3.32  0.237
H  -3.63  5.22  -3.45  0.283
H  -3.40  2.55  -2.22  0.270
H  -2.25  5.69  0.09  -0.023
H  -0.83  4.27  0.60  0.062
H  -1.78  2.85  -0.51  -0.522
H  -1.28  4.66  -1.43  -0.002
C  -1.05  0.37  1.11  -0.259
C  -0.04  0.39  0.16  -0.365
C  1.13  -0.32  0.38  -0.462
C  1.29  -1.05  1.55  -0.346
C  0.28  -1.08  2.49  -0.359
C  -0.89  -0.36  2.27  -0.485
H  -1.96  0.93  0.93  0.348
H  -0.17  0.97  -0.75  0.350
H  1.93  -0.30  -0.36  0.359
H  2.20  -1.61  1.72  0.459
H  0.40  -1.65  3.40  0.358
H  -1.68  -0.37  3.01  0.375
C  2.37  -4.32  0.04  -0.359
C  3.38  -4.30  -0.91  -0.384
C  4.55  -5.01  -0.69  -0.357
C  4.71  -5.75  0.47  -0.355
C  3.70  -5.77  1.42  -0.365
C  2.53  -5.05  1.20  -0.407
H  1.46  -3.75  -0.13  0.429
H  3.26  -3.73  -1.82  0.367
H  5.34  -4.99  -1.43  0.354
H  5.62  -6.31  0.64  0.349
H  3.82  -6.34  2.33  0.353
H  1.74  -5.06  1.95  0.371

Properties
LUMO energy: 2.45 eV
2S+1: 1
charge: -1


In order of appearance, E = -340.6140; -397.2877; -2088.8400; -1484.2607 a.u..
In order of appearance, maximum force = 3.95; 6.20; 2.69; 2.20 eV/Å.